Record 1
The following is a quantum chemistry calculation of a 11-piece molecular cluster, C27H76O11 overall at a distorted geometry, from the OMol25 dataset.

Computed properties:
HOMO level (Ha): -0.3560
Relative energy (zero: lowest compared OMol25 entry of this formula, charge and spin) (kJ/mol): 346.9
Largest force on an atom (eV Å⁻¹): 3.28
SMILES string: CC(C)O.CC(C)O.CC(C)O.CC(C)O.CC(C)O.CC(C)O.CC(C)O.CC(C)O.CO.CO.CO
Calculated total energy (hartree): -1901.77431
LUMO (eV): 0.43

```
! RIJCOSX wB97M-V def2-TZVPD def2/J DEFGRID3
* xyz 0 1
C 3.474 -0.962 -2.547
C 2.123 -1.377 -3.157
C 1.921 -2.872 -3.355
O 1.234 -0.990 -2.202
H 4.327 -0.789 -3.203
H 3.851 -1.761 -1.907
H 3.500 -0.143 -1.829
H 1.865 -0.761 -4.018
H 2.376 -3.104 -4.318
H 0.843 -3.013 -3.440
H 2.423 -3.578 -2.694
H 1.156 -1.712 -1.574
C 1.533 -3.188 2.205
C 2.254 -2.961 0.868
C 3.361 -3.956 0.398
O 1.336 -2.948 -0.219
H 0.931 -4.093 2.113
H 0.936 -2.347 2.557
H 2.277 -3.455 2.955
H 2.637 -1.944 0.955
H 4.185 -4.169 1.078
H 3.815 -3.654 -0.546
H 3.061 -4.983 0.191
H 0.932 -3.818 -0.264
C 1.568 3.924 0.088
C 2.905 3.511 -0.431
C 4.114 3.753 0.638
O 3.014 2.099 -0.627
H 0.796 3.388 -0.464
H 1.394 4.982 -0.113
H 1.513 3.770 1.166
H 3.066 4.028 -1.377
H 5.082 3.328 0.373
H 3.857 3.175 1.526
H 4.258 4.756 1.040
H 2.255 1.841 -1.155
C 4.205 -0.032 4.307
C 4.126 0.517 2.864
C 5.181 -0.078 1.933
O 2.878 0.427 2.201
H 4.577 -1.051 4.419
H 3.272 -0.121 4.863
H 4.845 0.554 4.966
H 4.236 1.592 3.011
H 4.996 0.290 0.924
H 4.990 -1.148 1.850
H 6.165 0.156 2.339
H 3.078 0.531 1.268
C 2.050 2.154 -4.362
C 0.936 2.570 -3.475
C -0.408 2.625 -4.085
O 0.814 1.598 -2.406
H 2.386 2.873 -5.109
H 1.959 1.132 -4.730
H 2.903 1.941 -3.717
H 1.143 3.535 -3.013
H -1.165 2.786 -3.317
H -0.656 1.733 -4.660
H -0.599 3.366 -4.861
H 0.742 0.683 -2.688
C -3.477 -3.142 4.422
C -4.244 -2.117 3.520
C -3.431 -0.917 2.926
O -4.864 -2.885 2.517
H -2.843 -3.679 3.717
H -4.181 -3.880 4.808
H -2.807 -2.569 5.063
H -5.121 -1.764 4.061
H -4.158 -0.177 2.593
H -2.983 -1.300 2.009
H -2.696 -0.497 3.612
H -5.364 -2.383 1.870
C -4.093 1.568 -2.820
C -4.623 0.816 -3.982
C -5.261 1.743 -5.059
O -3.670 0.027 -4.566
H -4.723 1.928 -2.007
H -3.619 2.482 -3.176
H -3.323 0.928 -2.387
H -5.314 0.083 -3.567
H -6.196 2.212 -4.753
H -5.557 1.109 -5.895
H -4.598 2.571 -5.310
H -3.084 -0.189 -3.837
C -4.316 -2.395 -1.946
C -3.409 -2.345 -0.750
C -3.098 -3.696 -0.093
O -2.270 -1.726 -1.222
H -4.601 -1.384 -2.239
H -5.307 -2.724 -1.633
H -3.952 -2.948 -2.812
H -3.696 -1.648 0.037
H -2.739 -4.399 -0.845
H -3.939 -4.119 0.457
H -2.389 -3.596 0.728
H -1.523 -2.030 -0.701
C -3.750 2.455 3.847
O -3.038 2.799 2.640
H -4.647 1.838 3.803
H -3.047 2.068 4.585
H -4.170 3.375 4.255
H -2.752 1.969 2.250
C 2.124 3.042 4.156
O 1.451 1.863 4.002
H 1.679 3.815 4.782
H 3.029 2.869 4.738
H 2.449 3.602 3.279
H 1.876 1.338 3.320
C -0.109 0.599 0.971
O -1.553 0.542 0.621
H 0.507 -0.228 0.619
H 0.233 1.466 0.406
H 0.097 0.798 2.022
H -1.735 0.219 -0.264
*
```


Record 2
The following is a quantum chemistry calculation of C28H13F4N7PdS as an isolated structure, from the OMol25 dataset.

Computed properties:
HOMO level (Ha): -0.0557
Relative energy (zero: lowest compared OMol25 entry of this formula, charge and spin) (kJ/mol): 7.6
Largest force on an atom (eV Å⁻¹): 0.89
Calculated total energy (hartree): -2383.64459
LUMO (eV): 4.04

```
! RIJCOSX wB97M-V def2-TZVPD def2/J DEFGRID3
* xyz -2 1
Pd -2.082 0.751 -0.920
S -3.511 0.318 -2.730
C -1.950 0.267 -3.503
C -1.640 -0.233 -4.770
C -0.318 -0.268 -5.162
C 0.680 0.189 -4.301
C 0.303 0.665 -3.068
N -0.978 0.722 -2.693
H -2.436 -0.627 -5.388
H -0.048 -0.679 -6.126
H 1.727 0.129 -4.562
H 1.034 0.995 -2.340
F 3.886 -1.557 -3.092
C 3.849 -1.405 -1.758
C 4.981 -0.886 -1.159
F 6.016 -0.615 -1.968
C 5.085 -0.594 0.202
C 3.921 -0.939 0.889
C 2.801 -1.483 0.289
F 1.775 -1.799 1.110
C 2.681 -1.724 -1.074
C 1.436 -2.186 -1.711
C 0.190 -1.904 -1.112
N -0.852 -1.570 -0.723
C 1.377 -2.763 -3.008
N 1.285 -3.236 -4.065
F 3.858 -0.768 2.222
C 6.263 0.010 0.827
C 6.275 0.478 2.171
N 6.332 0.889 3.255
C 7.489 0.230 0.136
N 8.515 0.428 -0.370
N 0.035 0.585 1.123
C 1.170 1.069 1.646
C 1.295 2.364 1.187
C 0.178 2.563 0.358
N -0.582 1.477 0.333
H -0.326 -0.358 1.150
H 1.807 0.468 2.282
H 2.096 3.056 1.398
H -0.113 3.432 -0.208
C -3.333 0.666 0.583
C -4.067 0.561 1.545
C -4.973 0.439 2.656
C -4.782 1.173 3.834
C -5.662 1.055 4.902
C -6.757 0.202 4.823
C -6.958 -0.535 3.661
C -6.079 -0.420 2.592
H -3.926 1.833 3.897
H -5.491 1.632 5.804
H -7.442 0.110 5.657
H -7.806 -1.209 3.589
H -6.230 -0.997 1.689
*
```


no.,gap between HOMO and LUMO (eV)
1,10.119
2,5.558